A 3-piece molecular cluster, C16H38ClN3O6 overall, computed with ωB97M-V/def2-TZVPD.

The geometry in XYZ format:
```
64
Properties=species:S:1:pos:R:3:forces:R:3:nbo_charge:R:1
C 4.21695 1.01882 2.69914 0.1 0.0 -0.7 -0.659
C 2.98010 2.02199 2.52289 -0.8 -0.9 0.4 -0.197
Cl 3.35933 3.45629 1.40217 -0.1 -1.0 1.0 -0.091
C 1.63480 1.31840 1.96122 0.1 1.1 1.6 -0.098
O 1.58698 1.24028 0.51985 1.7 -1.0 -0.2 -0.539
C 2.42653 0.21781 0.01387 -0.1 -4.2 0.7 0.896
N 3.70687 0.45623 -0.65169 -1.8 1.2 1.9 -0.838
O 2.09483 -0.98962 0.17230 0.9 4.5 -0.4 -0.610
H 4.07245 0.00702 2.17323 -0.1 1.5 0.7 0.216
H 5.14566 1.48397 2.21281 -1.2 -0.6 1.1 0.237
H 4.35757 0.78006 3.80474 0.0 0.5 -1.5 0.235
H 2.70809 2.42906 3.56364 0.5 -0.3 -1.8 0.231
H 1.54032 0.31900 2.49899 0.1 1.0 -1.1 0.208
H 0.74673 1.97527 2.31214 1.5 -1.1 -1.0 0.221
H 4.00754 1.43830 -0.56639 -0.3 -0.5 -0.1 0.390
H 4.38661 -0.13202 -0.14592 -0.5 0.2 -0.7 0.397
C -1.84185 2.24938 2.14608 -0.1 0.1 0.2 -0.249
O -1.41354 3.58923 2.31476 0.2 -0.3 -0.3 -0.559
C -0.94220 4.19775 1.10873 0.0 0.6 0.2 -0.077
C -1.93534 5.23848 0.59076 -0.1 -0.6 0.0 -0.244
N -3.15120 4.60891 0.07079 0.2 0.2 0.1 -0.624
C -4.25915 5.53560 -0.16096 -0.1 -0.3 0.2 -0.250
C -4.78598 6.34521 1.03484 -0.2 0.1 -0.2 -0.086
O -5.46008 5.57516 2.02333 0.3 0.2 0.0 -0.545
C -4.60884 4.89207 2.92983 -0.4 0.0 0.0 -0.244
H -1.95568 1.80478 3.13696 0.0 0.1 0.0 0.191
H -2.81361 2.20727 1.64904 0.0 -0.2 -0.1 0.162
H -1.11192 1.66103 1.58251 -0.2 0.0 -0.1 0.174
H -0.69079 3.45372 0.34686 -0.2 -0.1 0.0 0.185
H -0.01556 4.71462 1.37768 0.0 0.0 -0.1 0.189
H -1.46069 5.81546 -0.20802 0.0 0.0 0.0 0.194
H -2.15995 5.91570 1.41836 0.2 0.2 0.1 0.169
H -3.45725 3.89343 0.71649 0.0 0.0 0.0 0.351
H -5.09038 4.93153 -0.54065 0.0 0.2 0.0 0.205
H -3.97865 6.22679 -0.96078 0.1 0.1 0.0 0.192
H -5.53611 7.04015 0.64668 0.0 -0.1 0.0 0.192
H -4.01476 6.97496 1.49762 0.1 -0.2 0.0 0.161
H -3.70711 5.46318 3.16235 0.1 0.0 -0.1 0.173
H -4.35236 3.90873 2.53582 0.3 -0.1 0.1 0.156
H -5.16128 4.72973 3.85760 -0.1 0.1 -0.1 0.189
C 2.08760 -3.72657 -0.33728 0.2 -0.3 0.0 -0.240
O 2.05786 -5.14323 -0.44186 -0.4 0.2 0.2 -0.562
C 0.76267 -5.70861 -0.22274 0.3 -0.5 -0.3 -0.069
C 0.15810 -6.22032 -1.53060 0.0 0.6 0.1 -0.243
N -0.21717 -5.11627 -2.41659 0.0 -0.3 0.1 -0.626
C -0.51756 -5.51993 -3.78993 0.3 0.3 0.0 -0.250
C 0.58421 -6.23278 -4.59040 -0.2 0.1 -0.2 -0.085
O 1.69571 -5.41292 -4.93156 -0.1 -0.3 0.2 -0.546
C 2.64378 -5.23077 -3.89116 0.0 0.2 -0.3 -0.246
H 3.13188 -3.41557 -0.28382 -0.1 -0.1 0.0 0.191
H 1.64560 -3.25719 -1.21869 -0.1 0.2 0.1 0.160
H 1.57505 -3.37857 0.56340 0.0 0.0 -0.1 0.180
H 0.09494 -5.01319 0.29452 0.0 0.1 -0.2 0.177
H 0.91693 -6.56642 0.43977 -0.1 0.0 0.0 0.182
H -0.73132 -6.81499 -1.30246 0.0 0.0 0.0 0.189
H 0.89841 -6.87354 -1.99876 0.1 -0.2 0.1 0.168
H 0.53102 -4.43602 -2.43525 0.0 0.0 0.0 0.355
H -0.77516 -4.60249 -4.33037 0.0 -0.1 0.0 0.204
H -1.41386 -6.14684 -3.78479 0.0 -0.1 0.0 0.189
H 0.14321 -6.53591 -5.54443 0.0 0.1 0.0 0.190
H 0.92349 -7.16290 -4.11572 0.1 0.1 0.1 0.161
H 2.75663 -6.12368 -3.27209 -0.1 0.0 0.1 0.173
H 2.37124 -4.36987 -3.28107 0.1 -0.1 0.3 0.160
H 3.60970 -5.00514 -4.34779 -0.1 -0.1 -0.1 0.187
```
Positions in Å, forces in eV/Å.

The value obtained for the total energy is -1708.1862 a.u. The molar mass is 403.95 g mol⁻¹. The calculation puts the gap between HOMO and LUMO at 0.326 Eh. The SMILES is C[C@@H](Cl)COC(N)=O.COCCNCCOC.COCCNCCOC.